(1)
The following is a DFT calculation (the ωB97M-V functional and the def2-TZVPD basis) of a cluster of 2 separate species, C2H7NOS in total.

Last column: natural (NBO) charge in e.
Geometry (Å):
C: -0.39 -1.98 -0.10  -0.44
C: -0.18 1.88 -0.58  -0.86
N: 0.00 -1.36 1.12  -0.62
O: 1.95 1.11 0.58  -0.82
S: 0.55 1.35 0.99  0.97
H: 0.03 -3.05 0.05  0.24
H: -0.04 -1.46 -0.99  0.17
H: -1.47 -1.97 -0.09  0.20
H: -0.10 2.96 -0.44  0.24
H: 0.45 1.52 -1.51  0.26
H: -1.17 1.61 -0.89  0.24
H: 0.37 -0.61 1.86  0.42

Output
frontier orbital gap (alpha / beta): 8.0 / 8.0 eV
highest occupied orbital energy (alpha / beta): -0.3206 / -0.2919 hartree
lowest unoccupied orbital energy (alpha / beta): -0.02622 / 0.00386 Eh
E_tot: -16554.744 eV

***

(2)
The following is a DFT calculation (the ωB97M-V functional and the def2-TZVPD basis) of a structure of composition C24H48O14Zr2.

Last column: Mulliken charge in e.
Geometry (Å):
Zr: 18.43 7.61 -6.92  2.03
Zr: 17.92 4.48 -3.98  1.92
O: 19.96 6.30 -6.42  -0.49
C: 20.87 5.23 -6.29  -0.25
C: 20.42 3.98 -5.51  -0.34
O: 19.10 3.45 -5.52  -0.72
H: 21.78 5.57 -5.79  0.32
H: 21.15 4.91 -7.29  0.41
H: 20.56 4.17 -4.42  0.11
H: 21.21 3.23 -5.61  0.40
O: 18.43 8.42 -5.07  -0.42
C: 18.66 8.57 -3.69  0.55
C: 19.21 7.40 -2.83  -0.74
O: 18.87 6.07 -3.16  -0.20
H: 17.68 8.75 -3.24  -0.48
H: 19.23 9.47 -3.45  0.04
H: 19.09 7.53 -1.75  0.60
H: 20.30 7.50 -2.92  0.34
O: 18.88 3.30 -2.40  -0.35
C: 19.22 2.82 -1.28  0.70
O: 19.50 1.59 -1.07  -0.19
C: 19.38 0.63 -2.17  -0.09
C: 19.06 -0.73 -1.56  -1.27
C: 19.60 3.68 -0.12  -0.90
H: 20.28 0.58 -2.77  0.34
H: 18.59 0.84 -2.89  0.17
H: 18.04 -0.97 -1.30  0.34
H: 19.68 -0.87 -0.67  0.35
H: 19.40 -1.46 -2.30  0.37
H: 20.62 3.48 0.21  0.37
H: 18.91 3.56 0.72  0.36
H: 19.55 4.73 -0.42  0.18
O: 12.16 10.19 -2.38  -0.56
C: 12.55 11.32 -2.51  0.71
O: 13.84 11.68 -2.64  -0.38
C: 14.81 10.65 -2.61  -0.31
C: 15.11 10.21 -4.04  0.00
C: 11.60 12.47 -2.75  -0.99
H: 14.39 9.83 -2.01  0.17
H: 15.70 10.99 -2.09  0.42
H: 16.05 9.65 -3.93  -0.54
H: 15.37 11.03 -4.71  0.37
H: 14.28 9.62 -4.43  0.35
H: 10.78 12.08 -3.34  0.33
H: 12.15 13.30 -3.19  0.31
H: 11.23 12.84 -1.79  0.29
O: 16.12 5.24 -2.82  -0.62
C: 15.10 5.74 -2.26  0.56
O: 13.93 5.26 -2.27  -0.17
C: 13.68 3.92 -2.79  -0.09
C: 12.23 3.85 -3.23  -1.28
C: 15.26 6.92 -1.34  -0.75
H: 13.92 3.12 -2.09  0.35
H: 14.28 3.75 -3.69  0.10
H: 11.51 3.69 -2.43  0.36
H: 12.17 2.87 -3.71  0.40
H: 11.93 4.65 -3.90  0.34
H: 14.64 7.76 -1.63  0.17
H: 16.29 7.27 -1.41  0.23
H: 15.01 6.54 -0.35  0.39
O: 19.20 11.01 0.39  -0.56
C: 19.74 12.08 0.26  0.76
O: 20.82 12.22 -0.56  -0.31
C: 20.98 11.25 -1.55  0.39
C: 21.94 11.78 -2.59  -1.32
C: 19.48 13.32 1.03  -1.11
H: 20.04 10.97 -2.04  -0.17
H: 21.39 10.32 -1.13  0.28
H: 22.38 11.10 -3.32  0.26
H: 22.82 12.19 -2.08  0.41
H: 21.60 12.62 -3.20  0.39
H: 20.36 13.55 1.65  0.32
H: 18.71 13.26 1.79  0.36
H: 19.26 14.17 0.40  0.31
O: 20.33 8.86 -7.03  -0.29
C: 21.43 9.48 -7.07  0.31
O: 22.17 9.56 -8.10  -0.26
C: 21.86 8.89 -9.34  -0.33
C: 22.22 7.40 -9.35  -0.83
C: 21.93 10.12 -5.82  -0.76
H: 22.26 9.42 -10.20  0.43
H: 20.79 9.02 -9.52  0.19
H: 23.14 7.27 -8.78  0.29
H: 22.42 7.28 -10.41  0.42
H: 21.47 6.70 -8.99  0.08
H: 21.05 10.66 -5.47  0.30
H: 22.75 10.81 -5.96  0.49
H: 22.23 9.37 -5.09  0.32

Output
frontier orbital gap: 2.7 eV
highest occupied orbital energy: -0.6364 hartree
lowest unoccupied orbital energy: -0.53863 Eh
total charge: +4
E_tot: -56851.547 eV

***

no.,maximum force (eV/Å)
1,4.25
2,10.68